C33H52N7O3ReS2 | ωB97M-V/def2-TZVPD

The spin multiplicity is 2. As for the net charge: +3. The value obtained for the energy above the lowest of the compared OMol25 structures with the same formula, charge and spin is 0.0 kJ/mol. The calculation puts the orbital gap (spin up / spin down) at 5.44 / 5.64 eV. The total energy comes out at -75417.596 eV. As for the LUMO energy (spin up / spin down): -10.83 / -10.63 eV. For the HOMO energy (spin up / spin down), the calculation gives -16.27 / -16.26 eV.

Geometry as XYZ:
```
98
Properties=species:S:1:pos:R:3:mulliken_spin:R:1
Re -0.26 0.13 0.22 0.75
C -2.98 -2.65 -1.67 0.00
C -2.32 -3.30 -0.50 -0.01
C -2.26 -4.69 -0.46 0.00
C -1.68 -5.35 0.60 0.00
C -1.13 -4.63 1.65 0.00
C -1.16 -3.24 1.66 -0.01
C -0.65 -2.50 2.85 0.00
C -1.76 -2.58 0.57 0.03
N -1.89 -1.17 0.57 -0.05
C -3.07 -0.63 0.67 0.07
C -4.29 -1.38 1.05 0.00
C -3.12 0.80 0.42 0.04
C -4.41 1.53 0.38 0.00
N -1.96 1.36 0.18 -0.07
C -1.92 2.77 -0.01 0.03
C -2.08 3.62 1.09 -0.01
C -2.27 3.13 2.49 0.00
C -2.13 4.99 0.86 0.00
C -2.01 5.52 -0.41 0.00
C -1.85 4.66 -1.49 0.00
C -1.82 3.28 -1.32 -0.01
C -1.82 2.38 -2.51 0.00
H -2.74 -3.20 -2.58 0.00
H -2.71 -1.61 -1.81 0.00
H -4.06 -2.71 -1.56 0.00
H -2.70 -5.25 -1.27 0.00
H -1.66 -6.43 0.63 0.00
H -0.69 -5.14 2.49 0.00
H -0.23 -3.19 3.57 0.00
H -1.45 -1.95 3.33 0.00
H 0.12 -1.79 2.56 0.00
H -4.04 -2.40 1.36 0.00
H -4.99 -1.44 0.21 0.01
H -4.81 -0.88 1.86 0.00
H -5.14 0.98 -0.20 0.00
H -4.29 2.52 -0.04 0.00
H -4.82 1.64 1.38 0.00
H -2.15 2.06 2.59 0.00
H -3.27 3.41 2.83 0.00
H -1.57 3.62 3.16 0.00
H -2.27 5.65 1.71 0.00
H -2.06 6.58 -0.57 0.00
H -1.78 5.07 -2.49 0.00
H -1.48 2.91 -3.39 0.00
H -2.83 2.03 -2.71 0.00
H -1.19 1.51 -2.34 0.00
C -0.42 -1.53 -4.42 0.00
N 0.77 -0.96 -3.83 0.00
C 0.81 -0.36 -2.63 0.00
N 1.98 0.17 -2.25 0.00
O -0.20 -0.34 -1.88 0.03
H -0.15 -2.42 -4.98 0.00
H -0.90 -0.82 -5.10 0.00
H -1.11 -1.79 -3.62 0.00
H 1.56 -0.87 -4.44 0.00
H 2.78 0.20 -2.87 0.00
H 2.02 0.75 -1.42 0.01
C 3.28 -0.79 1.80 0.01
N 3.25 -2.03 1.05 0.00
C 4.39 -2.92 1.23 0.00
C 4.57 -3.78 -0.01 0.00
C 3.26 -4.49 -0.28 0.00
N 2.19 -3.51 -0.40 0.00
C 1.07 -3.91 -1.22 0.00
C 2.21 -2.32 0.24 0.00
O 1.28 -1.49 0.06 0.07
H 4.29 -0.37 1.74 0.00
H 3.05 -0.98 2.85 0.00
H 2.56 -0.09 1.39 0.01
H 4.24 -3.54 2.12 0.00
H 5.28 -2.30 1.40 0.00
H 5.37 -4.49 0.14 0.00
H 4.83 -3.15 -0.87 0.00
H 3.02 -5.18 0.54 0.00
H 3.31 -5.06 -1.20 0.00
H 1.40 -4.10 -2.25 0.00
H 0.31 -3.13 -1.22 0.00
H 0.64 -4.83 -0.83 0.00
S 0.78 1.16 4.62 0.09
C 0.32 0.82 3.16 0.07
N -0.03 0.53 2.06 -0.09
C 1.32 5.63 1.26 0.00
C 1.30 4.55 0.19 0.00
S 1.71 2.95 0.97 0.01
O 1.29 1.88 -0.06 0.01
C 3.54 3.03 0.77 0.00
C 4.02 3.21 -0.66 0.00
H 1.27 6.61 0.79 0.00
H 2.23 5.59 1.85 0.00
H 0.47 5.54 1.93 0.00
H 2.01 4.76 -0.60 0.00
H 0.31 4.42 -0.24 0.00
H 3.91 2.10 1.20 0.00
H 3.84 3.85 1.41 0.00
H 3.29 2.81 -1.37 0.00
H 4.95 2.69 -0.80 0.00
H 4.20 4.26 -0.90 0.00
```

C12H28FN4O4Pt | ωB97M-V/def2-TZVPD

The spin multiplicity is 4. The calculation puts the orbital gap (spin up / spin down) at 8.35 / 6.70 eV. The total energy comes out at -33006.894 eV. As for the LUMO energy (spin up / spin down): 0.29 / -2.05 eV. For the HOMO energy (spin up / spin down), the calculation gives -8.06 / -8.74 eV.

Geometry as XYZ:
```
50
Properties=species:S:1:pos:R:3:mulliken_spin:R:1
Pt -0.11 3.17 0.64 2.87
F -0.48 1.25 -0.22 0.08
C -2.44 -1.72 -0.67 0.00
O -3.45 -1.58 -0.02 0.00
N -2.11 -2.76 -1.44 0.00
C -0.88 -2.80 -2.27 0.00
C -2.97 -3.92 -1.56 0.00
H -1.69 -0.92 -0.81 0.00
H -0.01 -2.49 -1.70 0.00
H -0.84 -2.19 -3.17 0.00
H -0.53 -3.78 -2.60 0.00
H -2.51 -4.90 -1.42 0.00
H -3.77 -3.96 -0.83 0.00
H -3.42 -3.87 -2.55 0.00
C 1.47 -1.36 0.62 0.00
O 2.54 -0.90 0.29 0.00
N 1.30 -2.61 1.02 0.00
C -0.08 -3.03 1.39 0.00
C 2.31 -3.72 0.99 0.00
H 0.54 -0.78 0.53 0.01
H -0.71 -2.13 1.37 0.00
H -0.20 -3.48 2.38 0.00
H -0.48 -3.74 0.67 0.00
H 3.23 -3.35 0.54 0.00
H 2.38 -4.03 2.03 0.00
H 1.99 -4.59 0.42 0.00
C 1.82 3.59 -3.99 -0.02
O 2.35 4.29 -4.85 0.00
N 0.87 2.67 -4.31 0.00
C 0.02 2.17 -3.24 0.04
C 0.24 2.50 -5.66 0.00
H 1.93 3.67 -2.89 0.01
H -1.04 2.43 -3.26 -0.01
H 0.45 2.16 -2.24 0.00
H -0.15 1.11 -3.42 0.00
H -0.20 3.48 -5.82 0.00
H 0.95 2.30 -6.47 0.00
H -0.53 1.74 -5.75 0.00
C 0.99 2.12 3.57 0.02
O 0.29 1.92 2.57 -0.02
N 0.46 2.62 4.69 0.03
C 1.18 2.53 5.97 0.00
C -0.89 3.18 4.71 -0.01
H 2.06 1.92 3.70 0.00
H 1.07 3.47 6.50 0.00
H 2.26 2.42 5.84 0.00
H 0.65 1.73 6.49 0.00
H -1.64 2.74 5.36 0.00
H -0.85 4.18 5.14 0.00
H -1.36 3.29 3.73 0.02
```

C10H17O2PS3 | ωB97M-V/def2-TZVPD

The SMILES is COP(=S)(OC)S[C@H]1CC[C@@H]2C=CC[C@H]1S2. The value obtained for the energy above the lowest of the compared OMol25 structures with the same formula, charge and spin is 142.6 kJ/mol. The calculation puts the orbital gap at 9.06 eV. The total energy comes out at -56534.923 eV. As for the LUMO energy: 0.60 eV. For the HOMO energy, the calculation gives -8.46 eV.

Geometry as XYZ:
```
33
Properties=species:S:1:pos:R:3:mulliken_charge:R:1
S 0.78 1.16 2.89 -0.40
O -0.46 -1.40 3.88 -0.38
O 1.61 -1.30 2.16 -0.30
S -1.03 -0.98 -2.52 -0.15
S -1.19 -0.76 1.00 -0.28
C -0.41 2.02 -3.07 -0.38
C 0.56 1.11 -3.46 -0.51
C -1.51 -0.57 4.35 -0.97
C 1.66 -2.70 1.85 -0.65
C -1.55 1.72 -2.15 -1.12
C 0.69 -0.20 -2.86 -0.18
C 1.47 -0.10 -1.59 -0.72
C 0.80 0.84 -0.53 -1.14
C -1.46 0.40 -1.37 -0.51
C -0.67 0.60 -0.13 0.10
P 0.23 -0.64 2.59 0.89
H -0.42 3.06 -3.58 0.29
H 1.22 1.31 -4.34 0.31
H -2.34 -0.66 3.76 0.41
H -1.71 -1.01 5.37 0.24
H -1.29 0.41 4.54 0.46
H 0.94 -3.29 2.45 0.32
H 1.44 -2.77 0.77 0.22
H 2.66 -3.13 2.00 0.26
H -2.30 1.76 -2.79 0.52
H -1.72 2.67 -1.62 0.39
H 1.21 -0.80 -3.57 0.54
H 1.54 -1.07 -1.21 0.11
H 2.48 0.26 -1.88 0.43
H 0.93 1.82 -0.75 0.61
H 1.32 0.67 0.40 0.48
H -2.46 0.08 -1.01 0.61
H -1.03 1.51 0.42 0.52
```

C6H11NO2 | ωB97M-V/def2-TZVPD

The value obtained for the energy above the lowest of the compared OMol25 structures with the same formula, charge and spin is 721.5 kJ/mol. The calculation puts the orbital gap (spin up / spin down) at 7.75 / 8.02 eV. The total energy comes out at -11978.790 eV. As for the LUMO energy (spin up / spin down): -0.02 / 0.40 eV. For the HOMO energy (spin up / spin down), the calculation gives -7.77 / -7.61 eV.

Geometry as XYZ:
```
20
Properties=species:S:1:pos:R:3:mulliken_charge:R:1
C -1.24 -1.38 -0.50 0.30
C -0.87 0.55 0.71 -0.68
C 0.63 0.40 0.17 1.70
C -2.04 -2.15 -1.45 -1.14
C 1.04 1.60 -0.56 -2.03
C 1.62 0.08 1.37 -1.81
N 0.63 -0.71 -0.85 0.11
O 1.59 -1.45 -1.03 -0.52
O -1.73 -0.17 -0.15 -0.28
H -0.85 0.29 1.81 0.29
H -1.31 1.49 0.56 0.35
H -2.74 -1.61 -2.07 0.34
H -2.85 -2.66 -0.82 0.30
H -1.52 -2.84 -2.07 0.33
H 0.56 1.62 -1.42 0.64
H 2.14 1.50 -0.63 0.34
H 0.65 2.50 -0.19 0.42
H 2.64 0.14 1.10 0.40
H 1.33 -0.96 1.76 0.35
H 1.63 0.85 2.01 0.60
```

C26H51FI2N4O15P5S2 | ωB97M-V/def2-TZVPD

As for the net charge: +1. The calculation puts the orbital gap at 7.05 eV. The total energy comes out at -151491.902 eV. As for the LUMO energy: -3.60 eV. For the HOMO energy, the calculation gives -10.66 eV.

Geometry as XYZ:
```
106
Properties=species:S:1:pos:R:3:mulliken_charge:R:1
C -2.85 3.47 -0.71 -1.11
C -1.98 2.48 0.13 -0.70
C -1.13 1.57 -0.76 0.61
F -1.77 0.38 -1.03 -0.43
N 0.27 1.37 -0.36 0.60
C 0.78 0.87 0.79 -0.17
N 0.33 0.22 1.85 0.71
P -1.44 -0.25 1.88 -0.24
N -2.04 0.11 3.41 -0.54
O -1.45 -1.88 1.74 -0.15
P 1.30 -0.24 3.24 0.47
O 2.71 -0.85 2.84 -0.39
O 0.44 -1.46 3.86 -0.58
S 1.40 1.13 4.55 -0.34
N 2.18 1.12 0.79 0.72
P 2.82 -0.23 -0.26 -0.06
O 1.91 -1.49 0.31 -0.29
I 5.15 -0.71 0.34 -0.04
C 2.36 2.44 0.12 -1.44
I 1.99 3.77 1.85 0.11
C 3.76 2.77 -0.39 -0.28
C 4.88 2.83 0.67 -1.10
C 5.44 4.22 0.94 0.14
O 6.54 4.33 1.38 -0.50
O 4.67 5.32 0.68 -0.41
C 1.19 2.37 -0.90 1.54
S 1.62 1.97 -2.66 -0.32
C 0.66 3.86 -1.00 -2.48
O 0.06 4.16 -2.24 0.40
C 0.31 5.46 -2.67 -0.24
C 0.28 6.55 -1.82 -0.05
C 0.49 7.85 -2.24 0.39
C 0.47 9.04 -1.31 -1.67
C 0.73 8.05 -3.60 -1.21
C 0.78 6.95 -4.46 -0.65
C 0.56 5.65 -4.03 0.36
C 0.58 4.48 -5.02 1.75
C -0.77 3.71 -4.97 -1.18
C 0.81 4.93 -6.47 -2.23
H -2.46 4.47 -0.53 0.27
H -3.89 3.41 -0.42 0.36
H -2.74 3.30 -1.79 0.26
H -1.37 3.02 0.86 0.45
H -2.69 1.89 0.70 0.64
H -1.09 2.07 -1.73 -0.13
H -1.60 0.95 3.77 0.28
H -1.93 -0.67 4.06 0.35
H -1.46 -2.02 0.78 0.26
H 2.67 -1.78 2.55 0.33
H 0.56 -2.23 3.28 0.09
H 2.20 -2.31 -0.12 0.40
H 3.74 3.73 -0.92 0.40
H 4.04 2.01 -1.12 0.62
H 5.74 2.29 0.26 0.39
H 4.64 2.32 1.60 0.52
H 4.58 5.78 1.52 0.32
H 2.94 2.19 -2.75 0.21
H 0.00 4.13 -0.17 0.05
H 1.55 4.49 -0.95 1.12
H 0.06 6.37 -0.77 0.30
H -0.43 9.62 -1.53 0.36
H 0.49 8.76 -0.26 0.33
H 1.31 9.69 -1.56 0.40
H 0.91 9.04 -4.00 0.41
H 0.97 7.19 -5.50 0.37
H 1.43 3.84 -4.75 0.02
H -1.43 4.11 -4.20 0.21
H -0.63 2.63 -4.87 0.17
H -1.29 3.88 -5.92 0.54
H 0.05 5.63 -6.80 0.48
H 1.82 5.36 -6.53 0.48
H 0.85 4.03 -7.10 0.48
C -3.19 -6.76 0.80 -0.35
O -3.86 -6.15 1.90 -0.36
P -5.49 -5.92 1.72 1.05
O -5.87 -7.01 0.78 -0.65
O -5.33 -4.47 0.98 -0.44
C -4.19 -3.63 1.12 -0.73
O -6.95 -5.46 2.31 -0.27
C -7.49 -6.26 3.39 -0.73
H -2.12 -6.65 0.99 -0.08
H -3.42 -7.81 0.74 0.34
H -3.44 -6.26 -0.14 0.35
H -3.50 -3.81 0.29 0.29
H -3.69 -3.78 2.07 0.37
H -4.53 -2.60 1.07 0.35
H -6.84 -6.22 4.26 0.31
H -7.62 -7.29 3.06 0.35
H -8.46 -5.84 3.65 0.24
C 1.76 -9.40 0.48 -0.66
O 0.93 -8.56 1.29 -0.34
P 1.49 -7.07 1.62 1.14
O 2.35 -6.74 0.45 -0.70
O 2.34 -7.51 2.93 -0.32
C 2.05 -8.69 3.69 -0.66
O 1.29 -5.54 2.27 -0.36
C 0.29 -4.73 1.66 0.94
H 1.33 -10.40 0.54 0.26
H 1.74 -9.08 -0.56 0.26
H 2.78 -9.42 0.85 0.35
H 2.70 -9.50 3.35 0.25
H 1.01 -8.98 3.62 0.32
H 2.28 -8.47 4.73 0.27
H -0.70 -5.18 1.76 0.05
H 0.51 -4.58 0.60 0.36
H 0.28 -3.76 2.16 -0.89
```

C4H6 | ωB97M-V/def2-TZVPD

The SMILES is C1[C@H]2C[C@@H]12. The value obtained for the energy above the lowest of the compared OMol25 structures with the same formula, charge and spin is 162.5 kJ/mol. The calculation puts the orbital gap at 10.57 eV. The total energy comes out at -4242.277 eV. As for the LUMO energy: 1.32 eV. For the HOMO energy, the calculation gives -9.24 eV.

Geometry as XYZ:
```
10
Properties=species:S:1:pos:R:3:mulliken_charge:R:1
C 0.95 -0.72 -0.13 -0.41
C -1.15 0.14 0.39 -0.53
C -0.16 -0.08 -0.79 -0.30
C 0.28 0.51 0.51 -0.18
H -1.77 -0.48 1.02 0.29
H 1.95 -0.51 -0.49 0.25
H -1.71 1.04 0.04 0.18
H 0.93 -1.65 0.50 0.19
H -0.25 0.34 -1.73 0.29
H 0.92 1.42 0.68 0.24
```

C25H29N3P2Y | ωB97M-V/def2-TZVPD

As for the net charge: +1. The value obtained for the energy above the lowest of the compared OMol25 structures with the same formula, charge and spin is 20.2 kJ/mol. The calculation puts the orbital gap (spin up / spin down) at 6.98 / 6.98 eV. The total energy comes out at -50479.948 eV. As for the LUMO energy (spin up / spin down): -3.50 / -3.50 eV. For the HOMO energy (spin up / spin down), the calculation gives -10.47 / -10.47 eV.

Geometry as XYZ:
```
60
Properties=species:S:1:pos:R:3:mulliken_charge:R:1
C -1.47 3.28 -3.74 -0.41
C -1.27 1.93 -3.49 -0.13
C 0.03 1.36 -3.68 0.26
C 1.09 2.20 -4.17 1.00
C 0.83 3.57 -4.44 -0.92
C -0.43 4.10 -4.21 -0.82
C 2.36 1.63 -4.26 -0.84
C 2.57 0.26 -4.06 0.88
C 1.46 -0.52 -3.60 0.40
C 1.65 -1.91 -3.34 -0.16
C 2.93 -2.45 -3.43 -0.39
C 4.02 -1.68 -3.84 -0.88
C 3.85 -0.35 -4.19 -0.88
H -2.46 3.71 -3.54 0.42
H 1.63 4.20 -4.79 0.45
H -0.64 5.16 -4.37 0.40
H 3.19 2.25 -4.60 0.46
H 3.07 -3.50 -3.15 0.45
H 5.00 -2.15 -3.88 0.39
H 4.69 0.25 -4.50 0.45
N 0.34 0.14 -3.14 -0.17
Y 0.48 0.25 -0.18 -0.33
C -2.34 1.05 -2.87 -1.21
H -2.27 0.03 -3.27 0.38
H -3.34 1.47 -3.07 0.70
C 0.47 -2.70 -2.82 -1.24
H -0.45 -2.42 -3.35 0.42
H 0.66 -3.78 -2.91 0.69
P -2.11 0.86 -1.05 1.18
P 0.13 -2.32 -1.04 1.27
C 1.46 -3.30 -0.22 -1.39
H 1.31 -3.26 0.87 0.39
H 1.39 -4.34 -0.57 0.41
H 2.45 -2.89 -0.47 0.42
C -1.35 -3.34 -0.73 -1.30
H -1.13 -4.38 -1.01 0.43
H -1.59 -3.29 0.34 0.34
H -2.19 -2.95 -1.32 0.29
C -2.50 2.59 -0.48 -1.39
H -3.46 2.94 -0.91 0.42
H -2.55 2.57 0.62 0.40
H -1.68 3.26 -0.78 0.37
C -3.64 -0.01 -0.59 -1.27
H -3.69 -0.09 0.49 0.38
H -4.51 0.53 -0.97 0.45
H -3.63 -1.02 -1.02 0.30
H 1.86 1.18 -1.44 -0.03
H 0.04 1.76 0.97 -0.18
N 2.91 -0.12 5.60 -0.40
C 1.97 -0.29 4.94 -0.18
C 0.79 -0.52 4.13 -0.03
C -0.49 -0.41 4.70 -0.25
C -1.60 -0.63 3.89 -0.86
C -1.40 -0.91 2.54 -0.24
N -0.18 -0.91 1.96 0.10
C 0.91 -0.81 2.77 0.20
H -0.59 -0.13 5.74 0.50
H -2.61 -0.55 4.30 0.42
H -2.26 -1.06 1.88 0.40
H 1.90 -0.90 2.28 0.52
```

C36H41N2O10 | ωB97M-V/def2-TZVPD

As for the net charge: +1. The value obtained for the energy above the lowest of the compared OMol25 structures with the same formula, charge and spin is 0.0 kJ/mol. The calculation puts the orbital gap at 7.72 eV. The total energy comes out at -61435.250 eV. As for the LUMO energy: -2.37 eV. For the HOMO energy, the calculation gives -10.09 eV.

Geometry as XYZ:
```
89
Properties=species:S:1:pos:R:3:mulliken_charge:R:1
C 0.73 -1.77 0.16 0.01
C 0.72 -1.36 -1.25 -0.28
N 1.00 0.10 -1.44 0.57
C 2.11 0.70 -1.96 -0.22
C 1.83 2.01 -2.12 -0.50
N 0.57 2.26 -1.70 0.30
C 0.08 1.06 -1.28 -0.50
C -0.17 3.54 -1.56 -0.69
H -0.07 -1.45 0.72 -0.11
H 1.76 -1.68 0.57 0.22
H 0.46 -2.85 0.16 -0.14
H -0.42 -1.79 -1.70 0.01
H 1.59 -1.90 -1.79 0.21
H 3.09 0.21 -2.22 0.42
H 2.56 2.88 -2.25 0.35
H -0.91 0.92 -0.84 0.44
H 0.35 4.22 -1.96 0.67
H -0.27 3.47 -0.49 0.22
H -1.27 3.46 -1.71 0.00
C -4.03 2.45 -5.68 -0.33
C -3.64 2.65 -7.16 -0.55
C -2.50 3.47 -7.46 0.50
C -1.86 4.18 -6.40 -0.79
C -2.23 3.83 -5.07 -0.17
C -3.29 3.05 -4.69 0.35
O -3.56 2.80 -3.39 -0.35
O -2.08 3.55 -8.76 -0.54
H -4.99 1.79 -5.48 0.19
H -4.18 2.18 -8.02 0.27
H -1.07 4.85 -6.65 0.39
H -1.67 4.34 -4.34 0.40
H -4.53 2.68 -3.31 0.29
H -2.82 3.68 -9.38 0.34
C -0.16 -5.96 -0.32 -0.70
C -0.87 -6.26 1.07 -0.55
C -2.10 -5.52 1.39 0.48
C -2.47 -4.41 0.43 -0.38
C -1.82 -4.22 -0.72 -0.23
C -0.58 -4.93 -1.06 0.32
O 0.06 -4.69 -2.29 -0.50
O -2.75 -5.79 2.53 -0.50
H 0.58 -6.57 -0.45 0.63
H -0.48 -7.12 1.88 0.11
H -3.19 -3.67 0.56 0.39
H -2.18 -3.45 -1.44 0.37
H 0.75 -5.25 -2.48 0.29
H -2.37 -6.38 3.10 0.31
C 1.26 -3.16 3.50 -0.54
C 2.42 -3.74 2.71 -0.42
C 3.43 -2.97 2.51 0.79
C 3.39 -1.56 2.83 -0.42
C 2.29 -1.03 3.43 -0.35
C 1.24 -1.82 3.81 0.42
O 0.29 -1.30 4.64 -0.69
O 4.56 -3.53 2.01 -0.63
H 0.48 -3.79 3.56 0.57
H 2.32 -4.95 2.33 0.18
H 4.32 -0.97 2.56 0.02
H 2.33 -0.05 3.78 0.37
H 0.46 -0.35 5.04 0.36
H 5.13 -2.91 1.31 0.35
C 3.26 3.22 4.04 -0.52
C 4.54 2.55 3.77 -0.87
C 4.62 1.86 2.57 0.35
C 3.75 1.99 1.53 -0.10
C 2.54 2.62 1.79 0.16
C 2.25 3.29 2.97 0.25
O 1.10 3.93 3.28 -0.45
O 5.86 1.28 2.31 -0.58
H 3.28 3.66 5.01 0.39
H 5.30 2.62 4.45 0.58
H 3.82 1.51 0.60 0.52
H 1.59 2.69 1.05 -0.31
H 1.00 4.27 4.08 0.27
H 5.95 0.60 1.67 0.31
C -3.34 -0.37 1.18 -1.18
C -3.66 0.96 0.61 -0.41
C -2.98 2.12 0.99 0.38
C -2.09 2.00 2.13 -0.64
C -1.79 0.80 2.71 -0.53
C -2.31 -0.44 2.17 0.70
O -1.85 -1.66 2.69 -0.45
O -3.27 3.29 0.31 -0.55
H -3.79 -1.07 0.81 0.99
H -4.50 0.93 -0.22 0.19
H -1.79 2.90 2.37 0.67
H -1.01 0.71 3.45 0.13
H -1.21 -1.60 3.34 0.32
H -2.87 4.13 0.59 0.35
```